(a)
Below is an isolated molecule of CH2NO2P, with properties calculated with ωB97M-V with the def2-TZVPD basis set.

```
7
CH2NO2P (ωB97M-V with the def2-TZVPD basis set)
O -2.534 -1.432 -2.868
P -1.570 -1.521 -1.816
N -0.931 0.113 -1.382
C -0.152 -0.014 -0.185
O -1.471 -0.276 0.159
H 0.580 -0.928 -0.013
H 0.030 1.028 0.161
```

The structure (SMILES) is O=PN1CO1. As for the spin multiplicity: 1. Its HOMO-LUMO gap is 9.23 eV.


(b)
Below is a structure of composition CH2NO2P, with properties calculated with ωB97M-V with the def2-TZVPD basis set.

```
7
CH2NO2P (ωB97M-V with the def2-TZVPD basis set)
C -0.257 -0.171 0.045
N -1.453 -0.329 0.750
O -3.989 -0.169 0.221
O -1.189 -1.041 -0.481
P -2.766 0.436 -0.233
H -0.074 0.739 -0.523
H 0.616 -0.639 0.489
```

As for the spin multiplicity: 1. Its HOMO-LUMO gap is 9.86 eV.


Most stable of them? (b).